Density functional theory data (wB97M-V/def2-TZVPD) for C4H6F2S2 in the gas phase in a non-equilibrium geometry.

Element x y z (Å)
F 0.987 -1.805 -0.866
C 1.669 -0.785 -0.205
C 0.804 -0.196 0.842
C 1.746 0.548 1.582
F 2.613 1.298 0.704
S -0.515 0.903 0.223
C -1.441 -0.298 -0.604
S -3.012 -0.198 -1.010
H 2.571 -1.214 0.188
H 1.896 0.118 -0.758
H 0.293 -0.917 1.437
H 1.260 1.189 2.238
H 2.314 -0.165 2.287
H -0.963 -1.340 -1.031

Computed properties:
SMILES string ... FCC(CF)SC=S
Multiplicity ... 1
Max |F| ... 4.2 eV/A
E_tot ... -1152.036691 Eh
Kohn-Sham gap ... 0.30684 Ha
Relative energy (zero: lowest compared OMol25 entry of this formula, charge and spin) ... 159.6 kJ/mol